Below is 6 unconnected molecules or ions with the total composition C20H44B3O11P at a distorted geometry, with properties calculated with ωB97M-V with the def2-TZVPD basis set.

Results
Molar mass, g mol⁻¹: 523.97
Gap between HOMO and LUMO, eV: 9.10
SMILES: O=P(O)(O)B1OBOBO1.C1CCOC1.C1CCOC1.C1CCOC1.C1CCOC1.C1CCOC1
Net charge: 0
HOMO, eV: -9.1

Each atom is followed by the atoms it is bonded to, with distances in Å.
Positions of all 79 atoms, in Å:
1 O -3.06001 1.73720 4.15717  P2 1.464
2 P -3.83901 1.77815 2.91802  O1 1.464, O3 1.607, O4 1.605, B5 1.945
3 O -5.24060 1.00315 3.05296  P2 1.607, H11 0.964
4 O -4.21053 3.27302 2.46787  P2 1.605, H12 0.966
5 B -2.83999 0.95210 1.46746  P2 1.945, O6 1.381, O10 1.373
6 O -3.36576 -0.07257 0.70587  B5 1.381, B7 1.397
7 B -3.24699 0.20662 -0.65755  O6 1.397, O8 1.378, H13 1.185
8 O -2.20217 0.98328 -1.10816  B7 1.378, B9 1.382
9 B -1.44759 1.70980 -0.20720  O8 1.382, O10 1.389, H14 1.184
10 O -1.59357 1.43121 1.14599  B5 1.373, B9 1.389
11 H -5.88534 1.19281 2.36200  O3 0.964
12 H -4.66811 3.37689 1.62367  O4 0.966
13 H -4.09525 -0.18179 -1.38827  B7 1.185
14 H -0.73914 2.59321 -0.55251  B9 1.184
15 C -1.91031 7.19497 2.51821  C16 1.528, C19 1.522, H20 1.089, H21 1.092
16 C -3.07202 7.85658 1.77750  C15 1.528, C17 1.524, H22 1.092, H23 1.089
17 C -3.19768 6.96640 0.54715  C16 1.524, O18 1.428, H24 1.095, H25 1.091
18 O -2.80520 5.65618 0.95893  C17 1.428, C19 1.435
19 C -2.17654 5.72080 2.24781  C15 1.522, O18 1.435, H26 1.092, H27 1.090
20 H -1.88261 7.42457 3.58203  C15 1.089
21 H -0.95939 7.50022 2.07656  C15 1.092
22 H -3.98173 7.80280 2.37896  C16 1.092
23 H -2.89238 8.90005 1.52268  C16 1.089
24 H -2.53303 7.30463 -0.25520  C17 1.095
25 H -4.21463 6.92127 0.15385  C17 1.091
26 H -2.85435 5.29512 2.98993  C19 1.092
27 H -1.26931 5.11633 2.22584  C19 1.090
28 C -1.99751 -4.83867 0.33743  C29 1.529, C32 1.523, H33 1.089, H34 1.092
29 C -1.26836 -5.14502 -0.97069  C28 1.529, C30 1.523, H35 1.092, H36 1.089
30 C -2.01474 -4.25227 -1.95267  C29 1.523, O31 1.429, H37 1.096, H38 1.090
31 O -2.44558 -3.11000 -1.20934  C30 1.429, C32 1.429
32 C -2.27776 -3.34915 0.18926  C28 1.523, O31 1.429, H39 1.097, H40 1.090
33 H -1.41572 -5.06867 1.22871  C28 1.089
34 H -2.93476 -5.39697 0.38717  C28 1.092
35 H -0.22270 -4.83871 -0.90244  C29 1.092
36 H -1.29559 -6.19489 -1.25685  C29 1.089
37 H -2.89631 -4.75951 -2.36092  C30 1.096
38 H -1.39097 -3.92252 -2.78391  C30 1.090
39 H -1.43166 -2.75131 0.54955  C32 1.097
40 H -3.17596 -3.02188 0.71377  C32 1.090
41 C 2.97188 -0.63195 1.94823  C42 1.528, C45 1.522, H46 1.089, H47 1.092
42 C 1.64721 -1.25981 1.51743  C41 1.528, C43 1.524, H48 1.093, H49 1.090
43 C 1.30854 -0.43304 0.28323  C42 1.524, O44 1.425, H50 1.096, H51 1.093
44 O 2.55110 -0.05636 -0.30442  C43 1.425, C45 1.433
45 C 3.62305 -0.33641 0.60433  C41 1.522, O44 1.433, H52 1.096, H53 1.087
46 H 3.58180 -1.28063 2.57468  C41 1.089
47 H 2.79165 0.29657 2.49396  C41 1.092
48 H 1.79683 -2.30672 1.24300  C42 1.093
49 H 0.86936 -1.21295 2.27902  C42 1.090
50 H 0.76230 0.47264 0.56911  C43 1.096
51 H 0.71904 -0.98356 -0.45376  C43 1.093
52 H 4.18110 -1.20495 0.23660  C45 1.096
53 H 4.29558 0.51711 0.63914  C45 1.087
54 C 7.83737 2.86938 2.54165  C55 1.528, C58 1.524, H59 1.089, H60 1.092
55 C 6.58142 3.65019 2.92639  C54 1.528, C56 1.523, H61 1.092, H62 1.089
56 C 5.50170 2.87916 2.17757  C55 1.523, O57 1.429, H63 1.095, H64 1.091
57 O 5.94444 1.52127 2.12943  C56 1.429, C58 1.428
58 C 7.31341 1.43879 2.52741  C54 1.524, O57 1.428, H65 1.095, H66 1.091
59 H 8.66674 3.00469 3.23423  C54 1.089
60 H 8.17269 3.16121 1.54447  C54 1.092
61 H 6.41425 3.58897 4.00355  C55 1.092
62 H 6.61571 4.70165 2.64538  C55 1.089
63 H 5.38419 3.25312 1.15487  C56 1.095
64 H 4.52901 2.91271 2.67012  C56 1.091
65 H 7.36968 0.98707 3.52364  C58 1.095
66 H 7.84298 0.79348 1.82561  C58 1.091
67 C -2.11437 -6.29294 -6.23910  C68 1.528, C71 1.523, H72 1.089, H73 1.092
68 C -0.87979 -5.68300 -6.90099  C67 1.528, C69 1.524, H74 1.092, H75 1.089
69 C -0.01936 -5.34671 -5.68941  C68 1.524, O70 1.429, H76 1.096, H77 1.090
70 O -0.32534 -6.32796 -4.69714  C69 1.429, C71 1.428
71 C -1.48953 -7.06084 -5.08122  C67 1.523, O70 1.428, H78 1.095, H79 1.091
72 H -2.69641 -6.93280 -6.90063  C67 1.089
73 H -2.76891 -5.50425 -5.86223  C67 1.092
74 H -0.38130 -6.42640 -7.52623  C68 1.092
75 H -1.09699 -4.81056 -7.51527  C68 1.089
76 H -0.25997 -4.35265 -5.29661  C69 1.096
77 H 1.05014 -5.38376 -5.89882  C69 1.090
78 H -1.18687 -8.06759 -5.38843  C71 1.095
79 H -2.15349 -7.14560 -4.21944  C71 1.091

Atom charges from the Mulliken analysis, given in e for atoms 1 to 8:
1 O -0.672
2 P 0.696
3 O -0.531
4 O -0.430
5 B 0.668
6 O -0.349
7 B 0.699
8 O -0.650